{"formula": "C18H48CoIO2P2Si4", "method": "ωB97M-V/def2-TZVPD", "elements": ["C", "C", "H", "H", "H", "O", "I", "Co", "P", "C", "C", "H", "H", "H", "H", "H", "H", "C", "H", "H", "H", "P", "C", "C", "H", "H", "H", "C", "H", "H", "H", "H", "H", "H", "C", "O", "C", "Si", "C", "C", "Si", "Si", "C", "C", "C", "Si", "C", "C", "C", "H", "H", "H", "H", "H", "H", "H", "H", "H", "H", "H", "H", "H", "H", "H", "H", "H", "H", "H", "H", "H", "H", "H", "H", "H", "H", "H"], "xyz": [[3.979107, 3.751229, -3.558818], [2.579299, 3.599581, -3.652427], [4.345545, 4.418408, -4.360544], [4.461470, 2.757995, -3.678884], [4.229795, 4.176890, -2.558433], [1.414820, 3.551169, -3.704819], [3.147651, 0.952155, -0.481378], [0.752519, 0.988615, -0.939007], [0.405682, 2.927431, 0.146064], [-1.268410, 3.544561, 0.498837], [1.168159, 2.973300, 1.806060], [1.019334, 3.987453, 2.204870], [0.831763, 5.279524, -0.054934], [2.240536, 2.766798, 1.689344], [2.252314, 4.318434, -0.562616], [-1.754658, 2.932182, 1.265511], [0.721437, 2.249184, 2.497094], [1.159586, 4.397398, -0.620499], [-1.146615, 4.566345, 0.866638], [0.823119, 4.482365, -1.662037], [-1.877760, 3.548269, -0.411275], [1.132412, -0.360494, -2.650456], [-0.260049, -1.162992, -3.496277], [1.998820, 0.306016, -4.110159], [3.197932, -1.362783, -1.917964], [2.293079, -2.451923, -3.023036], [1.821860, -2.301418, -1.312129], [2.211591, -1.763886, -2.179136], [3.066703, 0.392306, -3.887235], [1.881529, -0.362742, -4.981819], [0.102964, -2.063319, -4.001547], [-0.652007, -0.456046, -4.229470], [1.579820, 1.279956, -4.366943], [-1.051029, -1.407448, -2.775900], [-0.710887, 1.402158, -1.793711], [-1.709167, 1.568004, -2.395438], [-3.100043, -2.034235, -1.002340], [-1.550846, -2.576153, -0.071024], [-2.062970, -3.816176, 1.280979], [-0.545103, -3.713766, -1.203069], [-0.385927, -0.530203, 0.503011], [-2.242430, 0.155684, 1.905965], [-3.293208, -1.118123, 2.874547], [-1.580724, 1.261700, 3.297491], [-3.472203, 1.035434, 0.780121], [0.900924, -1.652749, 2.168107], [0.001887, -2.133797, 3.772446], [1.702343, -3.258517, 1.568938], [2.313641, -0.547699, 2.742751], [-3.344914, -2.810678, -1.741167], [-2.973923, -1.083231, -1.536617], [-3.956687, -1.928207, -0.326360], [-2.413330, -4.729801, 0.776017], [-1.231787, -4.116675, 1.928776], [-2.883109, -3.479643, 1.920073], [-1.243103, -4.385445, -1.722797], [0.147257, -4.344286, -0.636165], [0.026497, -3.185174, -1.968458], [-2.697014, -1.849769, 3.435586], [-3.903684, -0.560508, 3.603596], [-3.983496, -1.655370, 2.211718], [-0.717182, 0.812518, 3.805691], [-2.383115, 1.367679, 4.043273], [-1.298557, 2.266367, 2.972104], [-3.003262, 1.587854, -0.041140], [-4.175935, 0.322244, 0.336462], [-4.045542, 1.745370, 1.390974], [-0.696773, -2.967200, 3.658866], [0.766568, -2.448729, 4.496722], [-0.537764, -1.295428, 4.220834], [2.326745, -3.111658, 0.680357], [2.358834, -3.634071, 2.369763], [0.962450, -4.038478, 1.357491], [2.775420, -0.070385, 1.865824], [1.961436, 0.237560, 3.422586], [3.090364, -1.140933, 3.250540]], "forces_ev_per_angstrom": [[1.0, -0.1, 0.1], [-6.2, 0.0, -0.1], [-0.3, -0.1, 0.2], [-0.3, 0.3, 0.2], [-0.2, -0.3, -0.5], [6.2, 0.2, 0.1], [2.1, 0.8, 0.1], [1.4, -1.2, 2.2], [0.0, 1.6, 1.5], [0.0, 0.0, -0.2], [0.2, 0.2, 0.0], [0.1, -0.3, 0.0], [0.2, -0.1, -0.3], [-0.3, 0.1, 0.2], [-0.2, 0.0, -0.1], [0.1, 0.3, -0.4], [0.2, 0.1, -0.3], [0.0, 0.2, -0.1], [-0.2, -0.1, 0.0], [0.0, 0.2, 0.4], [0.0, 0.1, 0.2], [0.7, -1.8, -1.9], [-0.2, 0.1, 0.2], [0.3, -0.2, -0.3], [-0.3, -0.3, -0.2], [0.0, 0.0, 0.0], [0.0, 0.2, -0.1], [0.2, 0.1, -0.1], [-0.1, 0.1, 0.0], [0.1, 0.3, 0.4], [-0.2, 0.1, 0.0], [-0.1, -0.1, 0.0], [0.0, -0.2, -0.1], [0.1, 0.0, -0.4], [-6.9, 1.0, -3.8], [3.3, -0.4, 1.9], [0.0, 0.7, 0.0], [-0.8, -2.6, 0.1], [0.0, 0.4, 0.2], [0.5, 0.4, -0.2], [-0.7, 0.6, 0.7], [-0.8, -0.2, 0.3], [0.3, -0.1, -0.3], [0.1, 0.2, 0.0], [0.1, 0.2, 0.0], [1.1, -1.8, 1.2], [-0.4, 0.2, -0.3], [-0.1, 0.1, -0.1], [0.0, 0.7, -0.6], [0.2, 0.1, 0.2], [-0.2, -0.2, 0.0], [0.2, 0.0, -0.1], [0.2, 0.3, -0.1], [-0.1, 0.1, -0.2], [0.2, 0.0, -0.1], [-0.1, 0.2, 0.2], [-0.1, 0.2, -0.1], [-0.1, -0.3, 0.1], [-0.2, 0.2, -0.2], [0.2, 0.0, -0.3], [0.1, 0.1, 0.2], [-0.2, 0.1, -0.1], [0.2, -0.1, -0.2], [0.0, -0.2, 0.2], [-0.2, -0.1, 0.2], [0.1, 0.1, 0.2], [0.0, -0.1, -0.2], [0.1, 0.1, 0.0], [0.0, 0.1, -0.3], [0.0, -0.1, 0.0], [-0.1, -0.1, 0.1], [-0.2, 0.2, -0.2], [0.2, 0.1, 0.0], [0.0, -0.1, 0.6], [0.1, -0.1, -0.1], [-0.4, 0.0, -0.1]], "charge": 2, "homo_ev": [-12.1, -13.6], "s2": 6.041, "multiplicity": 5, "total_energy_ha": -4385.6730, "gap_ev": [4.27, 5.01]}



{"formula": "C35H28N3O3RhSSi", "method": "ωB97M-V/def2-TZVPD", "elements": ["Rh", "C", "C", "C", "C", "C", "C", "C", "S", "O", "O", "N", "C", "C", "C", "C", "C", "C", "C", "C", "N", "C", "H", "H", "H", "H", "H", "H", "H", "H", "H", "H", "H", "H", "H", "N", "C", "O", "Si", "C", "C", "C", "C", "C", "C", "C", "C", "C", "C", "C", "C", "C", "C", "C", "C", "C", "C", "H", "H", "H", "H", "H", "H", "H", "H", "H", "H", "H", "H", "H", "H", "H"], "xyz": [[-0.278080, 0.081862, -0.079431], [2.302925, 7.036222, -3.440334], [1.364596, 5.879939, -3.215403], [0.773441, 5.215757, -4.286598], [-0.109535, 4.165022, -4.077196], [-0.399752, 3.772212, -2.781234], [0.169785, 4.425332, -1.694046], [1.048263, 5.470339, -1.918251], [-1.511308, 2.430097, -2.479006], [-2.326282, 2.782224, -1.354618], [-2.100940, 2.071586, -3.736762], [-0.574377, 1.199519, -1.966459], [0.176358, 0.437831, -2.814787], [0.912718, 0.593230, -3.948084], [1.960678, -0.322314, -4.351333], [2.760273, -1.213152, -3.674856], [2.790179, -1.556676, -2.278950], [3.896768, -2.026589, -1.581171], [3.861984, -2.069653, -0.191373], [2.760396, -1.535627, 0.507535], [1.675102, -1.119230, -0.095254], [1.623884, -1.331672, -1.469021], [2.612236, 7.100225, -4.483814], [3.198075, 6.943388, -2.822700], [1.819625, 7.980650, -3.175538], [0.999932, 5.527849, -5.300197], [-0.586577, 3.659526, -4.910325], [-0.096947, 4.128144, -0.683350], [1.490424, 5.985892, -1.071842], [0.749602, 1.453181, -4.584769], [2.251227, -0.191577, -5.389381], [3.557326, -1.652271, -4.266511], [4.803422, -2.290054, -2.115307], [4.715382, -2.412720, 0.377364], [2.803506, -1.417376, 1.584256], [0.208844, -2.037563, -1.979910], [0.446995, -0.815448, -2.133727], [-1.092754, 0.546317, 1.580243], [-2.294539, 1.392341, 2.322974], [-1.780998, 3.195209, 2.324437], [-2.671249, 4.201679, 2.710743], [-2.274912, 5.532215, 2.762663], [-0.968410, 5.879939, 2.438200], [-0.067056, 4.893025, 2.064107], [-0.472254, 3.564578, 2.005768], [-2.387152, 0.729775, 4.070622], [-3.569159, 0.765718, 4.814908], [-3.604702, 0.311048, 6.128485], [-2.452347, -0.191256, 6.719235], [-1.267591, -0.236886, 5.994528], [-1.236984, 0.221164, 4.683405], [-3.930059, 1.125854, 1.459459], [-4.597259, -0.095028, 1.623811], [-5.785659, -0.356130, 0.953891], [-6.328150, 0.605091, 0.108543], [-5.678101, 1.818970, -0.070139], [-4.486303, 2.076956, 0.598897], [-3.696351, 3.947581, 2.970505], [-2.984281, 6.297213, 3.056188], [-0.655397, 6.916415, 2.480620], [0.957289, 5.156004, 1.818293], [0.242801, 2.802702, 1.708377], [-4.481249, 1.144534, 4.360992], [-4.532539, 0.344841, 6.688249], [-2.477941, -0.549033, 7.742254], [-0.366856, -0.631158, 6.452373], [-0.307949, 0.176256, 4.121232], [-4.184813, -0.850968, 2.288820], [-6.288697, -1.307354, 1.090523], [-7.254881, 0.403320, -0.416558], [-6.090568, 2.564298, -0.741771], [-3.970397, 3.014425, 0.422083]], "forces_ev_per_angstrom": [[-0.1, 0.3, 0.5], [0.0, 0.0, 0.0], [0.0, 0.0, 0.0], [0.0, 0.0, 0.0], [0.0, -0.1, 0.0], [0.0, 0.0, 0.0], [0.0, 0.0, 0.1], [0.0, 0.0, 0.0], [0.2, 0.2, 0.0], [0.0, 0.0, 0.0], [0.0, 0.0, -0.1], [-0.3, -0.3, -0.1], [0.2, 0.1, 0.0], [-0.1, 0.0, 0.0], [0.1, 0.0, 0.0], [0.0, 0.0, -0.1], [-0.1, 0.0, 0.1], [0.1, 0.0, 0.0], [0.1, 0.0, 0.0], [0.1, 0.0, 0.1], [-0.1, 0.0, -0.2], [0.2, 0.3, -0.1], [0.0, 0.0, 0.0], [0.0, 0.0, 0.0], [0.0, 0.0, 0.0], [0.0, 0.0, 0.0], [0.0, 0.0, 0.1], [0.0, 0.0, -0.1], [0.0, 0.0, 0.0], [0.0, 0.0, 0.0], [0.0, 0.0, 0.0], [0.0, 0.0, 0.0], [0.0, 0.0, 0.0], [0.0, 0.0, -0.1], [0.0, 0.0, 0.0], [-0.2, 0.2, 0.1], [0.2, -0.7, -0.6], [0.0, 0.0, 0.2], [0.0, -0.1, -0.2], [0.0, 0.0, 0.1], [0.0, 0.0, 0.0], [0.0, 0.0, 0.0], [-0.1, 0.0, 0.0], [0.0, 0.0, 0.0], [0.0, 0.0, 0.0], [0.0, 0.0, 0.1], [0.0, 0.0, 0.0], [0.0, 0.0, 0.0], [0.0, 0.0, 0.0], [0.0, 0.0, 0.0], [0.0, 0.0, 0.0], [0.0, 0.1, 0.0], [-0.1, 0.0, 0.0], [0.1, 0.0, 0.0], [0.0, 0.0, 0.0], [0.0, 0.0, 0.0], [-0.1, -0.1, 0.0], [0.1, 0.0, 0.0], [0.0, 0.0, 0.0], [0.0, 0.0, 0.0], [-0.1, 0.0, 0.0], [0.0, 0.0, 0.0], [0.1, 0.0, 0.0], [0.0, 0.0, 0.0], [0.0, 0.0, 0.0], [0.0, 0.0, 0.0], [-0.1, 0.0, 0.0], [0.0, 0.1, -0.1], [0.0, 0.1, 0.0], [0.0, 0.0, 0.0], [0.0, -0.1, 0.0], [-0.1, -0.1, 0.0]], "charge": 0, "homo_ev": [-7.3, -8.4], "s2": 6.062, "multiplicity": 5, "total_energy_ha": -2538.6070, "de_lowest_kj_mol": 281.5, "gap_ev": [6.85, 6.52]}



{"formula": "C2H2O3", "method": "ωB97M-V/def2-TZVPD", "elements": ["C", "C", "O", "O", "O", "H", "H"], "xyz": [[-3.748773, 1.942988, -0.658858], [-5.515134, 0.861491, 0.260237], [-3.881501, 2.362061, -1.734410], [-0.049197, -0.438185, 0.081454], [-5.533375, 0.517840, 1.339236], [0.408118, -0.830407, -0.747303], [-0.926130, -0.185153, -0.142158]], "forces_ev_per_angstrom": [[0.6, 2.0, -4.0], [-1.1, -0.8, 1.2], [0.4, -1.4, 3.6], [2.6, -1.3, -1.4], [0.1, 0.3, -0.8], [-1.5, 1.1, 2.1], [-1.0, 0.2, -0.6]], "charge": 0, "homo_ev": -11.6, "total_energy_ha": -303.0895, "de_lowest_kj_mol": 107.2, "gap_ev": 11.78}



{"formula": "C30H27AsIO7PPdS2", "method": "ωB97M-V/def2-TZVPD", "elements": ["Pd", "O", "As", "O", "O", "C", "C", "C", "C", "C", "C", "S", "O", "O", "O", "H", "H", "H", "H", "H", "I", "C", "C", "C", "C", "C", "C", "C", "C", "C", "P", "C", "C", "C", "C", "C", "C", "C", "C", "C", "C", "C", "C", "C", "H", "H", "H", "H", "H", "H", "H", "H", "H", "H", "H", "H", "H", "H", "H", "H", "C", "S", "C", "O", "H", "H", "H", "H", "H", "H"], "xyz": [[-0.858517, 1.447637, -0.163868], [-0.896783, 5.600098, 1.544834], [-0.056224, 4.131657, 1.177409], [1.551361, 4.363784, 1.394013], [-0.564132, 3.547036, -0.341990], [-0.711704, 2.741696, 2.364881], [0.196888, 2.284932, 3.316423], [-0.140868, 1.239989, 4.165312], [-1.373238, 0.618916, 4.042527], [-2.290237, 1.062659, 3.097369], [-1.969068, 2.125670, 2.258610], [-3.356396, 2.855237, 1.308290], [-4.528355, 2.181048, 1.810672], [-3.252539, 4.271962, 1.594605], [-3.121081, 2.562572, -0.116321], [-1.852189, 5.407652, 1.473429], [1.165688, 2.768683, 3.376443], [0.560630, 0.908099, 4.921001], [-1.637267, -0.197593, 4.702535], [-3.277355, 0.629105, 3.027577], [-3.243422, -0.041627, -0.540551], [-3.179153, -2.106944, -0.612339], [-4.422083, -2.667505, -0.788517], [-4.602902, -4.061952, -0.760777], [-3.527661, -4.858530, -0.522267], [-2.240874, -4.305525, -0.323889], [-1.169660, -5.191715, -0.051363], [0.077800, -4.710830, 0.173616], [0.305002, -3.324156, 0.099753], [-0.680330, -2.413051, -0.200423], [-0.014321, -0.710326, -0.499208], [0.298682, -0.760287, -2.286337], [0.832427, -1.904043, -2.879639], [1.098749, -1.928091, -4.238701], [0.815764, -0.817649, -5.022349], [0.264315, 0.314834, -4.443737], [0.010145, 0.345943, -3.081357], [1.554521, -0.779898, 0.394845], [2.771144, -0.986301, -0.247230], [3.936190, -1.050433, 0.499705], [3.890827, -0.887764, 1.879575], [2.677340, -0.665382, 2.512095], [1.506224, -0.617028, 1.771217], [-2.023321, -2.899301, -0.385467], [-5.283334, -2.032964, -0.939380], [-5.587988, -4.480337, -0.906375], [-3.631769, -5.934023, -0.471904], [-1.376818, -6.252994, -0.014239], [0.903790, -5.371621, 0.396458], [1.316327, -2.988404, 0.277141], [1.034049, -2.788649, -2.289366], [1.518022, -2.819048, -4.684250], [1.017664, -0.839313, -6.084411], [0.027383, 1.178715, -5.048027], [-0.419580, 1.246201, -2.640916], [2.814505, -1.085737, -1.323371], [4.882744, -1.216494, 0.002813], [4.803132, -0.928682, 2.458228], [2.639117, -0.525209, 3.582986], [0.561160, -0.439124, 2.271803], [3.614803, 2.757824, -0.182747], [2.422926, 2.279542, -1.416148], [1.913284, 3.915927, -1.903930], [1.327446, 1.626491, -0.596671], [3.087033, 3.362461, 0.560331], [4.407964, 3.311854, -0.680181], [4.011836, 1.843365, 0.249251], [2.752319, 4.345613, -2.451845], [1.672709, 4.495421, -1.013326], [1.047266, 3.815916, -2.552347]], "forces_ev_per_angstrom": [[2.5, -1.3, -0.8], [0.2, 0.1, -0.1], [-0.3, -0.1, -0.2], [-0.2, 0.0, -0.1], [-0.5, 0.2, 0.5], [0.2, -0.1, 0.1], [0.0, 0.0, 0.0], [0.1, 0.0, 0.0], [-0.1, 0.0, -0.1], [0.2, 0.0, 0.1], [-0.4, 0.3, 0.1], [-0.1, 0.1, 0.1], [0.0, 0.0, 0.1], [-0.1, 0.0, 0.1], [-0.2, 0.0, 0.0], [-0.1, -0.1, 0.0], [0.0, 0.0, 0.0], [0.0, 0.0, 0.0], [0.0, 0.0, 0.0], [0.0, 0.0, 0.0], [-0.2, 0.8, 0.0], [-0.1, -0.3, -0.1], [0.2, -0.2, 0.0], [0.1, 0.2, 0.0], [0.1, 0.0, 0.0], [0.0, -0.1, 0.0], [0.0, 0.1, 0.0], [0.0, 0.0, 0.0], [0.1, -0.1, 0.1], [-0.1, 0.1, 0.3], [-0.8, 0.4, 0.0], [0.1, 0.0, 0.0], [0.0, 0.0, 0.0], [0.0, 0.1, 0.0], [0.0, 0.0, 0.0], [0.0, 0.0, 0.0], [-0.1, 0.2, 0.0], [0.1, 0.1, 0.0], [0.0, 0.0, 0.1], [0.0, 0.0, 0.0], [0.0, 0.0, 0.0], [0.0, 0.0, 0.0], [0.0, 0.0, 0.0], [0.0, 0.0, -0.1], [0.0, 0.1, 0.0], [0.0, 0.0, 0.0], [0.0, 0.0, 0.0], [0.0, 0.0, 0.0], [0.0, 0.0, 0.0], [-0.1, -0.1, 0.0], [0.0, 0.0, 0.0], [0.0, 0.0, 0.0], [0.0, 0.0, 0.0], [0.0, 0.0, 0.0], [0.1, -0.2, -0.1], [0.0, 0.0, 0.0], [0.0, 0.0, 0.0], [0.0, 0.0, 0.0], [0.0, 0.0, 0.1], [0.0, 0.0, 0.0], [0.0, 0.0, 0.0], [0.1, 0.0, -0.1], [-0.1, 0.1, 0.1], [-0.4, -0.2, 0.2], [0.0, 0.0, 0.0], [0.1, 0.1, 0.0], [0.0, -0.1, 0.0], [0.0, 0.0, 0.0], [0.0, 0.0, -0.1], [-0.1, 0.0, 0.0]], "charge": 0, "homo_ev": [-8.7, -8.7], "total_energy_ha": -5485.1066, "de_lowest_kj_mol": 214.3, "gap_ev": [6.69, 6.69]}



Question: What is the formula in the third record?
Answer: C2H2O3



Question: Which of these has the highest charge?
Answer: C18H48CoIO2P2Si4